No. 1
The following is a DFT calculation (ωB97M-V with the def2-TZVPD basis set) of a 4-piece molecular cluster, C4H12O4 overall at a distorted geometry.

```
20
Properties=species:S:1:pos:R:3:forces:R:3
O 2.0409 -2.0399 0.6495 0.3 0.3 0.0
O -0.0650 -1.3066 -1.8109 0.3 -0.1 -0.2
O 1.0967 1.6498 1.0592 0.3 0.7 -0.5
O -0.4949 -2.1227 1.4555 -0.8 -0.5 0.2
C -0.9965 0.6764 0.8190 -0.3 0.5 -0.5
C -0.0591 1.4930 0.3222 0.0 -1.0 1.2
C -0.9524 1.9798 -1.8865 0.8 0.1 -0.3
C -0.0645 2.2405 -0.9342 0.0 -0.7 0.1
H 0.8603 -1.4350 -2.0714 -0.3 0.0 0.1
H 1.2422 -1.4978 0.6248 0.0 -0.2 0.2
H -0.8846 0.2377 1.7928 0.2 -0.1 0.2
H -0.9095 2.5189 -2.8197 -0.1 0.0 -0.1
H -1.4281 -2.2463 1.2315 0.1 0.2 -0.1
H 0.7863 2.8954 -1.0601 -0.3 0.4 0.0
H -0.3262 -2.8693 2.0453 0.4 0.1 -0.2
H 2.6891 -1.4697 1.0767 0.1 -0.1 -0.1
H -1.9099 0.4384 0.3005 -0.1 0.2 -0.1
H -0.0539 -1.4305 -0.8562 -0.1 0.0 0.0
H 1.0146 1.1752 1.8909 -0.1 0.0 0.0
H -1.5855 1.1126 -1.8291 -0.4 0.1 0.1
```
Positions in Å, forces in eV/Å.

Calculated values
**SMILES string**: C=CC(=C)O.O.O.O
**ΔE to the lowest compared entry with this formula, charge and spin**: 46.3 kcal per mole
**Electronic energy**: -460.50883 Eh
**Maximum force**: 1.56 eV/Å
**Net charge**: 0

No. 2
The following is a DFT calculation (ωB97M-V with the def2-TZVPD basis set) of a 3-piece molecular cluster, C4H12O4 overall at a distorted geometry.

```
20
Properties=species:S:1:pos:R:3:forces:R:3
O 0.1360 -2.1689 -0.0222 -1.9 0.5 -1.3
O 0.8620 0.5369 -0.8145 0.9 -0.6 0.9
O -1.6943 -0.5023 0.0445 0.2 1.5 -1.3
O -1.0036 1.2912 -1.7030 -0.1 -0.2 0.0
C 1.6347 0.1040 -1.9344 -0.2 -0.1 0.1
C -0.6806 0.8909 1.8322 -0.2 -0.1 -0.2
C -0.9179 -0.4831 1.2254 0.5 0.2 -0.3
C 0.3749 -1.2461 0.8868 -0.7 -0.3 0.9
H 1.0841 -0.1318 0.0568 -0.7 1.1 -1.4
H 1.7835 -0.9813 -1.8991 0.0 0.1 0.0
H -0.0942 0.8081 2.7487 0.0 0.0 0.0
H 1.0422 0.3475 -2.8142 0.2 0.0 -0.1
H -1.4417 -1.1207 1.9536 0.0 0.1 -0.1
H 1.0347 -1.5345 1.7078 0.1 0.0 -0.2
H -1.4505 0.3357 -0.6744 -0.2 -1.6 1.6
H -1.6405 1.3521 2.0610 0.0 0.0 0.1
H 2.6011 0.6148 -1.9835 -0.1 0.0 0.0
H -0.8148 -1.7712 -0.4563 2.1 -0.6 1.1
H -0.6650 2.1236 -1.3484 0.0 0.1 0.1
H -0.1502 1.5351 1.1331 0.1 0.0 0.0
```
Positions in Å, forces in eV/Å.

Calculated values
**ΔE to the lowest compared entry with this formula, charge and spin**: 138.8 kcal per mole
**Electronic energy**: -460.36139 Eh
**Maximum force**: 2.48 eV/Å
**Net charge**: 0

Which formula does entry 2 have? C4H12O4